# 1
# C3HCl3

One molecule with the formula C3HCl3 (wB97M-V/def2-TZVPD, the Open Molecules 2025 dataset).

Its SMILES is C#CC(Cl)(Cl)Cl. The calculation puts the energy relative to the best compared isomer or geometry (same formula, charge and spin) at 8.0 kcal per mole. As for the spin multiplicity: 1. The total energy is -1495.3956 Ha. The max |F| is 3.653 eV/Å.

```
7
Properties=species:S:1:pos:R:3:forces:R:3
Cl -1.238 0.130 1.803 -0.4102 -0.0003 1.3444
Cl -0.491 2.101 -0.186 -0.3943 -0.7417 -0.0175
Cl -2.214 -0.314 -0.863 1.7908 0.6052 0.5963
C 1.632 -0.775 -0.280 -3.3729 1.2735 0.5897
C 0.527 -0.324 -0.027 1.7839 -0.9669 -1.2509
C -0.753 0.339 0.179 -0.3435 0.2383 -1.1873
H 2.536 -1.158 -0.626 0.9464 -0.4081 -0.0746
```
Positions in Å, forces in eV/Å.

# 2
# C23H20AsF6MnPS5Sb

C23H20AsF6MnPS5Sb as an isolated structure (wB97M-V/def2-TZVPD, the Open Molecules 2025 dataset).

Its charge is +3. As for the spin multiplicity: 2. The total energy is -7446.0538 Ha. The max |F| is 0.975 eV/Å.

```
58
Properties=species:S:1:pos:R:3:forces:R:3
Sb 0.102 -0.386 -2.347 0.0273 0.0344 -0.0059
As 3.505 -3.320 1.222 -0.0089 0.0277 -0.0049
Mn -0.357 1.528 5.255 -0.0721 -0.5390 0.8088
S 2.404 -3.494 -0.835 -0.0135 -0.0340 -0.0047
S 1.288 -3.157 2.015 0.0043 -0.0389 0.0029
S 0.705 -2.774 0.083 0.0119 0.0366 -0.0164
S 0.738 -0.682 0.031 0.0518 -0.1079 -0.1633
S 3.989 -5.354 1.565 0.0091 0.0150 0.0066
P 1.234 -0.002 7.809 -0.0281 -0.0174 -0.0233
F 1.838 -1.038 6.873 0.0032 0.0084 -0.0018
F 0.130 -0.421 8.762 -0.0057 -0.0028 0.0186
F 1.439 1.490 7.515 0.0162 -0.0025 -0.0092
F 2.365 -0.071 8.845 -0.0029 -0.0101 0.0026
F -0.061 0.109 6.605 0.0839 0.0260 0.0315
F 1.095 1.245 4.342 -0.1452 0.3270 -0.3422
C -4.134 1.886 -2.695 -0.0026 0.0007 0.0008
C -1.738 0.560 -2.427 0.0125 -0.0017 0.0025
C 2.335 2.640 -4.422 -0.0027 0.0007 0.0015
C -1.851 1.863 -1.943 -0.0048 -0.0008 0.0025
C -1.449 2.945 6.400 0.0510 0.1798 -0.1947
C -2.303 1.834 6.230 -0.0175 0.0557 -0.0639
C 1.643 0.789 -3.075 -0.0106 -0.0035 0.0024
C -3.061 2.522 -2.081 0.0037 -0.0007 -0.0012
C 0.111 -4.821 -4.272 0.0016 -0.0014 -0.0008
C 2.969 0.434 -2.829 0.0019 0.0083 0.0122
C 1.090 -3.900 -4.625 -0.0004 0.0009 0.0010
C -1.115 3.445 5.108 0.1109 0.0461 -0.0224
C 1.311 1.887 -3.867 0.0058 -0.0097 -0.0167
C -2.805 -0.086 -3.048 -0.0023 0.0036 -0.0051
C -2.480 1.610 4.849 0.0038 0.0910 -0.0733
C 3.978 1.198 -3.392 0.0003 -0.0010 -0.0001
C -0.889 -3.231 -2.770 0.0010 -0.0038 0.0019
C 1.095 -2.637 -4.051 -0.0009 -0.0015 -0.0031
C -4.009 0.590 -3.178 0.0000 -0.0036 -0.0004
C 3.659 2.295 -4.185 -0.0007 0.0010 -0.0001
C 0.104 -2.314 -3.124 -0.0094 0.0142 -0.0052
C -1.760 2.610 4.146 -0.0061 -0.0077 -0.0778
C -0.876 -4.491 -3.349 -0.0015 0.0019 0.0007
H -3.038 0.806 4.397 -0.0170 -0.0254 0.0619
H -2.705 -1.088 -3.447 -0.0014 -0.0010 -0.0002
H 3.216 -0.419 -2.207 -0.0015 -0.0008 -0.0006
H -1.082 3.347 7.332 -0.0547 -0.0399 0.0389
H 4.452 2.887 -4.622 0.0000 -0.0003 0.0001
H 1.843 -4.160 -5.356 -0.0002 -0.0006 -0.0005
H 1.852 -1.916 -4.337 0.0007 -0.0010 0.0007
H 0.109 -5.801 -4.729 -0.0002 -0.0009 0.0002
H -0.489 4.297 4.894 0.0000 0.0103 0.0424
H -3.165 3.538 -1.724 -0.0007 -0.0004 -0.0009
H -1.642 -5.209 -3.092 0.0002 -0.0008 -0.0002
H 2.098 3.494 -5.042 -0.0001 0.0000 -0.0006
H 5.013 0.940 -3.215 -0.0001 -0.0002 0.0003
H -2.670 1.194 7.019 -0.0021 -0.0010 -0.0025
H -1.010 2.370 -1.483 0.0003 -0.0014 0.0015
H -1.673 -2.972 -2.066 0.0000 -0.0003 0.0005
H -1.705 2.719 3.075 0.0137 -0.0270 -0.0022
H -5.074 2.410 -2.808 -0.0004 -0.0005 -0.0007
H -4.845 0.108 -3.666 -0.0004 -0.0007 -0.0001
H 0.279 2.153 -4.060 -0.0004 0.0012 0.0019
```
Positions in Å, forces in eV/Å.

# 3
# C5H13NS

One molecule with the formula C5H13NS (wB97M-V/def2-TZVPD, the Open Molecules 2025 dataset).

Its SMILES is CCCNCCS. The calculation puts the energy relative to the best compared isomer or geometry (same formula, charge and spin) at 9.4 kcal per mole. As for the spin multiplicity: 1. The total energy is -651.2289 Ha. The max |F| is 0.958 eV/Å.

```
20
Properties=species:S:1:pos:R:3:forces:R:3
S -2.130 1.998 -1.086 0.0059 -0.0411 0.1956
N 0.480 0.307 0.541 -0.0614 -0.0220 0.3821
C -0.227 -2.669 0.399 0.0333 -0.3003 -0.5593
C 0.331 1.723 0.260 0.2828 -0.0505 -0.1424
C -1.101 2.220 0.424 -0.1349 0.3080 -0.3451
C 0.973 -1.966 -0.215 0.2494 -0.0143 0.0708
C 0.744 -0.533 -0.613 -0.6090 0.6385 -0.3736
H 0.697 1.939 -0.748 -0.2005 0.0397 -0.1579
H 1.287 -2.499 -1.108 0.0749 -0.2128 -0.1329
H -2.150 3.280 -1.468 0.0597 -0.0220 -0.0170
H 1.574 -0.139 -1.221 0.1864 -0.1621 0.1301
H -0.139 -0.443 -1.276 0.2456 -0.2305 0.2139
H 1.140 0.150 1.294 0.0228 -0.0612 -0.2659
H 0.067 -3.694 0.625 -0.1384 -0.0039 0.3191
H 1.824 -2.012 0.476 -0.0294 0.0241 -0.0206
H -1.609 1.675 1.215 0.1214 -0.0337 0.0758
H -0.618 -2.164 1.273 0.0548 0.0183 0.1985
H 1.008 2.296 0.890 -0.0943 0.1066 0.4282
H -1.121 3.283 0.674 -0.0169 -0.1110 -0.0247
H -1.032 -2.748 -0.335 -0.0523 0.1302 0.0252
```
Positions in Å, forces in eV/Å.